# 1
Density functional theory data (wB97M-V/def2-TZVPD) for a structure of composition C22H45EuN2P3Se2.

```
75
Properties=species:S:1:pos:R:3:forces:R:3:mulliken_spin:R:1
Eu 0.08108 0.52507 0.34659 -2.0 -2.9 2.8 4.144
P 2.55930 0.21648 0.88195 1.5 0.3 -0.6 -0.025
P -0.38341 2.04086 2.26631 -0.5 2.4 2.7 0.212
P 0.74792 2.54206 -1.15783 0.6 0.7 -0.7 -0.027
H -2.96308 -4.17634 -7.51234 0.1 0.1 -0.2 0.000
C -2.18227 -3.66917 -8.07846 1.5 -0.7 -0.1 0.000
C -0.99385 -4.27445 -8.32940 -1.4 0.8 0.4 0.000
H -0.78702 -5.28278 -7.96971 -0.1 0.3 -0.1 0.000
C 2.96625 -1.27294 1.71084 0.5 -1.4 0.7 0.001
C 3.39138 1.44994 1.83827 0.8 0.8 0.6 0.012
C 3.48646 0.05828 -0.65045 0.5 -0.1 -0.4 0.021
C -2.08474 2.60059 2.27959 -0.9 -0.1 -0.4 0.012
C -0.15738 1.22111 3.83818 0.2 -0.8 0.7 0.018
C 0.54435 3.55017 2.48671 0.6 0.8 0.0 0.027
C 0.99601 1.95189 -2.83789 0.2 -0.1 -0.5 0.032
C 2.17727 3.54005 -0.81035 0.8 0.8 0.1 0.015
C -0.53756 3.76089 -1.31026 -0.8 0.7 -0.3 0.007
H -2.39102 -2.66531 -8.44657 0.0 -0.2 0.0 0.000
H -0.21500 -3.77198 -8.90352 -0.2 -0.2 0.1 0.000
H 2.53074 -2.16045 1.22954 0.1 0.4 0.0 0.004
H 2.64723 -1.25744 2.76347 0.1 0.1 -0.3 0.000
H 4.05730 -1.34343 1.66856 0.0 -0.3 0.2 -0.001
H 2.98921 1.48480 2.85938 0.2 -0.1 -0.2 -0.001
H 3.33274 2.45929 1.40963 0.1 -0.4 0.1 0.000
H 4.44097 1.13985 1.88153 0.0 0.3 0.2 0.001
H 3.12178 -0.81243 -1.21368 0.2 0.2 0.2 0.003
H 4.52916 -0.09986 -0.35780 0.1 0.0 -0.4 0.002
H 3.41448 0.93479 -1.30422 0.1 -0.2 0.2 -0.003
H -2.25749 3.12687 3.22500 -0.1 0.0 -0.1 0.005
H -2.79345 1.76135 2.18796 0.2 0.3 0.1 0.002
H -2.27366 3.27940 1.43682 0.0 -0.1 0.3 -0.003
H -0.29531 1.96834 4.62922 0.0 -0.1 -0.1 0.006
H 0.84966 0.78704 3.92649 -0.2 0.2 0.0 0.000
H -0.88113 0.40930 3.98247 0.3 0.3 -0.1 -0.002
H 0.16188 4.02563 3.39847 0.1 0.1 -0.1 0.009
H 0.41596 4.24117 1.64562 0.0 -0.1 0.2 0.001
H 1.61739 3.35189 2.61118 -0.3 0.1 0.0 -0.004
H 1.40089 2.79411 -3.41206 -0.1 -0.3 -0.2 0.005
H 0.04084 1.62870 -3.26601 0.2 0.1 0.0 -0.004
H 1.69418 1.10358 -2.87832 -0.1 0.3 0.0 -0.006
H 2.16708 4.34662 -1.55281 0.3 0.0 0.2 0.002
H 3.12411 2.99473 -0.89358 -0.2 0.1 0.0 0.000
H 2.11997 3.98484 0.19267 0.0 -0.1 -0.3 0.001
H -0.08038 4.62213 -1.80647 -0.4 0.1 0.0 0.002
H -0.94267 4.07732 -0.33887 0.1 0.0 -0.3 0.000
H -1.36929 3.36683 -1.91581 0.3 0.3 0.2 -0.011
C -2.23568 -0.02584 -2.41825 -0.4 0.0 -0.4 0.130
C -1.30180 -0.98188 -2.89585 0.1 -0.3 -0.4 0.073
C -1.47083 -1.59710 -4.13396 0.6 0.1 0.9 0.028
C -2.57278 -1.28701 -4.93859 -0.4 0.3 0.1 0.158
C -3.50888 -0.34270 -4.48141 0.0 0.2 0.2 -0.009
C -3.34273 0.27206 -3.25080 -0.6 0.1 -0.4 0.084
Se -2.16978 0.86697 -0.78617 -2.9 -0.2 -2.4 0.431
H 0.67106 -0.39046 -0.97989 1.4 -1.7 -2.6 0.584
H -0.44727 -1.22391 -2.27219 0.0 -0.2 -0.2 0.010
H -0.73882 -2.32661 -4.47663 -0.2 0.2 0.1 0.003
H -2.70548 -1.77015 -5.90795 0.1 0.1 0.3 0.024
H -4.36957 -0.09222 -5.09575 0.1 0.0 0.1 0.003
H -4.06675 1.00336 -2.89719 0.0 -0.2 -0.2 -0.001
C -2.72563 -1.22115 4.07902 0.2 -0.3 0.5 -0.002
N -1.46650 -1.98200 4.24593 1.5 -0.5 -0.6 0.000
C -1.07653 -2.57588 5.47507 -0.4 0.9 -2.6 0.000
C 0.00865 -3.29822 5.26319 0.2 0.5 -2.8 0.000
N 0.35730 -3.19098 3.89696 -1.1 1.1 -0.2 0.001
C 1.41646 -4.01234 3.26622 0.7 1.0 0.4 0.001
C -0.53410 -2.31880 3.24294 -0.2 -2.2 6.2 -0.002
Se -0.63860 -1.96168 1.52915 -0.2 0.4 -2.8 0.028
H -3.56716 -1.87858 4.32780 0.2 0.1 -0.2 0.000
H -2.83116 -0.86299 3.05620 0.1 -0.2 0.0 0.002
H -2.74096 -0.37871 4.78426 0.0 -0.2 -0.2 0.000
H -1.63164 -2.44715 6.33325 -1.1 0.3 1.6 0.000
H 0.54935 -3.90002 5.89957 1.1 -1.1 1.2 0.000
H 1.85054 -4.67680 4.01567 -0.3 0.0 0.0 0.000
H 1.01968 -4.58832 2.44802 -0.2 -0.2 -0.3 0.000
H 2.25276 -3.37025 2.92127 -0.7 -0.5 0.2 -0.001
```
Positions in Å, forces in eV/Å.

Values from the calculation:
2S+1 = 7
gap between HOMO and LUMO (alpha / beta) = 5.59 / 3.27 eV
lowest unoccupied orbital energy (alpha / beta) = -0.342 / -0.427 Ha
net charge = +3
<S²> = 12.058

# 2
Density functional theory data (wB97M-V/def2-TZVPD) for a cluster of 2 separate species, H9OPSi3 in total.

```
14
Properties=species:S:1:pos:R:3:forces:R:3:lowdin_charge:R:1
O -1.06794 0.52845 0.01631 -0.2 0.1 0.1 -0.725
Si -0.48537 2.03381 0.21473 0.0 -0.1 0.0 0.469
Si 3.19828 -1.54576 -0.00953 -0.7 0.0 -0.1 0.325
Si -2.41736 -0.31081 -0.32725 0.1 0.1 0.1 0.467
P 1.15795 -1.17306 -0.26576 1.3 -0.1 -0.6 0.417
H -0.85682 2.83762 -0.95252 0.0 0.3 -0.1 -0.064
H -1.07764 2.58760 1.43352 0.0 0.3 0.2 -0.067
H 0.95921 1.86214 0.32707 0.3 0.3 0.1 -0.085
H 4.00941 -2.29976 0.95226 -0.2 -0.2 0.3 -0.157
H 4.16360 -0.91285 -0.90464 0.0 0.3 -0.3 -0.161
H 0.72792 -2.01499 0.75465 0.0 -0.3 0.6 -0.220
H -2.80539 -0.98257 0.91368 -0.2 -0.3 0.1 -0.064
H -3.46283 0.62104 -0.75671 -0.3 0.1 -0.1 -0.067
H -2.04303 -1.23086 -1.39582 -0.2 -0.3 -0.2 -0.069
```
Positions in Å, forces in eV/Å.

Values from the calculation:
gap between HOMO and LUMO = 8.27 eV
lowest unoccupied orbital energy = -0.010 Ha
energy above the lowest of the compared OMol25 structures with the same formula, charge and spin = 62.3 kJ/mol

# 3
Density functional theory data (wB97M-V/def2-TZVPD) for a structure of composition C5H5NSn.

```
12
Properties=species:S:1:pos:R:3:forces:R:3:lowdin_charge:R:1
Sn -6.35696 9.70824 12.28152 1.9 -0.6 0.8 1.692
N -3.73974 9.00662 13.22634 -1.7 -1.1 -0.6 -0.081
C -3.35415 7.74554 13.52386 0.4 -0.8 -0.1 -0.108
C -2.00886 7.35897 13.59195 0.4 1.7 -0.2 0.021
C -1.04222 8.35052 13.30267 -0.7 -0.3 -0.2 0.026
C -1.47172 9.63004 12.97621 0.7 0.0 0.0 -0.015
C -2.80431 9.90591 12.96024 -0.8 1.4 0.3 -0.172
H -4.11896 6.99500 13.66728 -0.1 0.1 0.2 0.118
H -1.64744 6.38465 13.88530 -0.5 -0.2 -0.1 0.131
H 0.02018 8.15147 13.27911 0.0 -0.3 0.2 0.136
H -0.78424 10.43153 12.74463 0.1 -0.1 0.1 0.136
H -3.18801 10.91614 12.86869 0.4 0.1 -0.4 0.115
```
Positions in Å, forces in eV/Å.

Values from the calculation:
gap between HOMO and LUMO = 5.33 eV
lowest unoccupied orbital energy = -0.448 Ha
energy above the lowest of the compared OMol25 structures with the same formula, charge and spin = 21.3 kJ/mol
net charge = +2

Summary of molecular weight in g mol⁻¹
740.4, 140.3, 197.8
(order as listed above)